The following is a DFT calculation (ωB97M-V with the def2-TZVPD basis set) of 2 unconnected molecules or ions with the total composition C3H7NO3S at a distorted geometry.

Geometry as XYZ:
```
15
Properties=species:S:1:pos:R:3
C -0.79 -0.63 0.90
C -1.21 0.73 0.33
C 0.35 -0.26 -1.00
N 0.54 -0.87 0.30
O 1.85 1.54 -0.24
O 2.92 -0.39 -1.52
O -0.65 0.73 -0.97
S 1.77 0.80 -1.49
H -0.57 -0.56 2.03
H -1.37 -1.63 0.57
H -2.23 0.81 0.15
H -0.81 1.57 0.89
H -0.11 -1.29 -1.95
H 3.03 -0.81 -2.33
H 1.38 -0.33 0.74
```

The highest occupied orbital energy comes out at -9.4 eV. Its relative energy (zero: lowest compared OMol25 entry of this formula, charge and spin) is 305.35 kJ/mol. As for the total energy: -797.04903 hartree. The calculation puts the gap between HOMO and LUMO at 9.92 eV.

Atom charges from the Mulliken analysis, given in e for atoms 1 to 2:
1 C -0.43
2 C -0.31